C4H8NO2 | wB97M-V/def2-TZVPD

Last column: Mulliken charge in e.
Cartesian coordinates (Å):
O 0.0941 2.4654 -2.4570  -0.866
O -1.2265 -2.0077 -0.1545  -0.519
N 0.5269 -0.2344 0.0340  -0.355
C 0.1285 -1.4080 1.9035  -0.991
C -0.2034 0.7091 -0.7899  -0.306
C -0.3033 -1.2435 0.4953  0.507
C 0.7091 1.7421 -1.5005  -0.587
H -1.4095 -0.8625 0.4476  0.289
H -1.0565 1.3244 -0.3086  0.210
H -0.4888 -2.0554 2.5303  0.327
H 1.2055 -1.6135 1.9631  0.305
H -0.6745 0.1738 -1.6316  0.290
H -0.1349 -0.4131 2.2929  0.270
H 1.4531 1.1435 -2.0335  0.181
H 1.3803 2.2799 -0.7913  0.244

Summary:
Total charge: -1
F_max, eV Å⁻¹: 6.83
Energy above the lowest of the compared OMol25 structures with the same formula, charge and spin, kcal per mole: 183.46
DFT total energy, eV: -9856.8310
HOMO level, eV: -2.13